Computed, not measured: a 16-piece molecular cluster, C2H34O15 overall, with ωB97M-V/def2-TZVPD.

Output
max |F| = 1.95 eV/Å
frontier orbital gap = 9.624 eV
energy above the lowest of the compared OMol25 structures with the same formula, charge and spin = 102.2 kJ/mol

Geometry (Å):
C1 -3.72215 -0.62430 2.02203
C2 -2.94809 -1.25358 2.90107
H1 -3.97267 -0.97237 1.03145
H2 -4.26629 0.21487 2.44212
H3 -2.48833 -2.21572 2.63116
H4 -2.72464 -0.97186 3.91568
H5 0.99877 -1.71821 -4.14554
H6 0.45206 -2.86618 -3.29370
O1 1.22795 -2.58297 -3.82618
H7 -0.33796 3.15272 1.93228
H8 0.87038 4.00615 2.42991
O2 0.44479 3.15734 2.49626
H9 -1.38186 2.27993 -2.83815
H10 -2.07036 3.68987 -2.72628
O3 -2.21996 2.75506 -2.78370
H11 -2.26116 -1.59174 0.05033
H12 -0.88727 -1.11537 -0.41716
O4 -1.83239 -1.11277 -0.65878
H13 0.19659 1.11663 3.44115
H14 0.80958 0.46687 2.17666
O5 0.04129 0.45506 2.77056
H15 1.94472 2.20463 2.13126
H16 3.15371 1.62846 0.87622
O6 2.42657 1.60906 1.52961
H17 3.42312 -1.46313 -0.02815
H18 2.97600 -2.21467 1.21495
O7 2.88987 -2.21459 0.24641
H19 -1.83199 2.56238 0.00212
H20 -2.87948 3.37983 0.70578
O8 -1.96379 3.09275 0.80061
H21 2.97990 0.33620 2.64328
H22 2.51282 -0.85539 3.50653
O9 2.98322 -0.65935 2.70042
H23 -3.00514 0.76252 -3.32353
H24 -1.93602 1.03940 -4.42058
O10 -2.39716 0.34201 -3.95028
H25 1.11582 -1.42112 -0.52859
H26 1.22004 -0.37741 0.77284
O11 0.76158 -0.66255 -0.03113
H27 -0.62597 -3.61445 0.52567
H28 0.48851 -2.73809 0.82491
O12 -0.18295 -3.25404 1.30480
H29 -1.81653 -2.16593 -3.17093
H30 -1.52898 -2.59845 -1.79713
O13 -1.26265 -2.80826 -2.71101
H31 -0.34635 0.69227 -1.24977
H32 0.67688 1.65810 -0.58267
O14 0.07523 1.53567 -1.32370
H33 4.10117 2.01509 -1.32861
H34 4.56489 0.57643 -0.79260
O15 4.13025 1.41862 -0.58470

Computed natural (NBO) charges, given in elementary charges: atom 1 (C): -0.412, atom 2 (C): -0.355, atom 3 (H): 0.188, atom 4 (H): 0.191, atom 5 (H): 0.191, atom 6 (H): 0.197, atom 7 (H): 0.457, atom 8 (H): 0.499, atom 9 (O): -0.977, atom 10 (H): 0.527, atom 11 (H): 0.477, atom 12 (O): -0.984, atom 13 (H): 0.499, atom 14 (H): 0.478, atom 15 (O): -0.980, atom 16 (H): 0.479, atom 17 (H): 0.495, atom 18 (O): -0.983, atom 19 (H): 0.475, atom 20 (H): 0.460, atom 21 (O): -0.943, atom 22 (H): 0.539, atom 23 (H): 0.545, atom 24 (O): -1.099, atom 25 (H): 0.463, atom 26 (H): 0.503, atom 27 (O): -0.963, atom 28 (H): 0.501, atom 29 (H): 0.481, atom 30 (O): -0.974, atom 31 (H): 0.501, atom 32 (H): 0.479, atom 33 (O): -1.004, atom 34 (H): 0.492, atom 35 (H): 0.473, atom 36 (O): -0.963, atom 37 (H): 0.517, atom 38 (H): 0.511, atom 39 (O): -1.006, atom 40 (H): 0.457, atom 41 (H): 0.470, atom 42 (O): -0.929, atom 43 (H): 0.493, atom 44 (H): 0.486, atom 45 (O): -0.981, atom 46 (H): 0.496, atom 47 (H): 0.491, atom 48 (O): -0.987, atom 49 (H): 0.500, atom 50 (H): 0.495, atom 51 (O): -0.967

Computed, not measured: a 9-piece molecular cluster, C26H62FN8O8S overall, with ωB97M-V/def2-TZVPD.

Output
net charge = +1
max |F| = 1.40 eV/Å
frontier orbital gap = 5.261 eV

Geometry (Å):
C1 -2.94963 -2.20012 -0.48006
C2 -3.74952 -0.92012 -0.82584
S1 -5.47610 -1.18354 -1.10802
F1 -5.98303 -1.54292 0.32506
H1 -2.66831 -2.17115 0.56551
H2 -2.08754 -2.23068 -1.13369
H3 -3.56710 -3.08710 -0.61880
H4 -3.72166 -0.20937 -0.00080
H5 -3.37246 -0.43662 -1.72724
H6 -5.46909 -2.37384 -1.75609
C3 0.09286 -0.20965 -1.49602
O1 -0.12443 -1.41825 -1.42488
N1 0.90653 0.46902 -0.69561
C4 1.12819 1.90295 -0.83201
C5 1.62963 -0.24089 0.35355
H7 -0.38018 0.42528 -2.26630
H8 2.18888 2.07066 -1.03197
H9 0.84418 2.40910 0.09315
H10 0.52807 2.29823 -1.65052
H11 2.26570 -1.01309 -0.07393
H12 0.92173 -0.71837 1.03525
H13 2.24546 0.46938 0.89493
C6 5.14998 0.90060 -0.94191
O2 4.16233 1.59498 -0.71371
N2 5.91493 0.33845 -0.00810
C7 7.07028 -0.47486 -0.34467
C8 5.58054 0.53937 1.39017
H14 5.48700 0.68660 -1.96689
H15 6.93659 -1.48016 0.05632
H16 7.96910 -0.03521 0.08449
H17 7.19116 -0.53546 -1.42274
H18 4.58209 0.15357 1.59388
H19 5.59324 1.60394 1.62194
H20 6.30448 0.02317 2.01406
C9 7.37293 3.70386 1.31250
O3 8.29861 3.10156 1.83176
N3 7.01059 4.95810 1.61346
C10 5.89423 5.61188 0.95798
C11 7.76526 5.67652 2.62954
H21 6.74353 3.24924 0.52740
H22 6.23109 6.51052 0.43847
H23 5.13609 5.89411 1.69066
H24 5.44597 4.93451 0.23374
H25 8.81176 5.75853 2.33653
H26 7.72232 5.14391 3.57935
H27 7.34487 6.67093 2.75159
C12 -9.20647 -5.95229 2.24599
O4 -9.85538 -6.28317 1.27839
N4 -8.32131 -4.92836 2.23951
C13 -7.55376 -4.55095 3.40744
C14 -8.15944 -4.20066 0.99793
H28 -9.28079 -6.46105 3.22109
H29 -7.77380 -3.52062 3.69676
H30 -6.48252 -4.64009 3.20990
H31 -7.80695 -5.20466 4.23842
H32 -9.11174 -3.76449 0.69132
H33 -7.83255 -4.88012 0.20700
H34 -7.42312 -3.41191 1.13484
C15 -8.64563 -2.90537 -4.58543
O5 -8.75864 -2.65212 -5.76262
N5 -9.04169 -2.08863 -3.58270
C16 -8.86142 -2.44051 -2.19747
C17 -9.67097 -0.81363 -3.90688
H35 -8.19005 -3.84687 -4.22255
H36 -9.81975 -2.47567 -1.67792
H37 -8.23142 -1.67173 -1.72304
H38 -8.38345 -3.41788 -2.11869
H39 -10.57266 -0.98668 -4.49354
H40 -8.99376 -0.20019 -4.50200
H41 -9.92014 -0.29344 -2.98387
C18 4.70276 -3.09555 1.40244
O6 4.17593 -2.38871 0.56129
N6 4.13237 -3.44182 2.56775
C19 4.80217 -4.28915 3.53647
C20 2.79820 -2.94569 2.85555
H42 5.71302 -3.51785 1.27102
H43 4.22388 -5.19759 3.71246
H44 4.92491 -3.76192 4.48398
H45 5.78443 -4.56839 3.16273
H46 2.09634 -3.28238 2.09123
H47 2.79320 -1.85451 2.86144
H48 2.48113 -3.31319 3.82790
C21 -9.07368 1.70879 -0.54327
O7 -9.69797 1.25269 -1.48413
N7 -8.32681 2.82390 -0.60020
C22 -7.61589 3.33984 0.55339
C23 -8.24926 3.54143 -1.86601
H49 -9.08396 1.24056 0.45700
H50 -7.96412 4.34336 0.79983
H51 -6.54267 3.38580 0.35315
H52 -7.78771 2.69350 1.41201
H53 -9.24311 3.85251 -2.18480
H54 -7.83445 2.89797 -2.64230
H55 -7.61800 4.41723 -1.74380
C24 10.03653 1.48227 -1.23750
O8 10.02352 0.57299 -2.04863
N8 10.70223 2.63782 -1.39026
C25 10.66641 3.68014 -0.38361
C26 11.47710 2.83561 -2.60453
H56 9.49251 1.42537 -0.27895
H57 10.25427 4.59919 -0.80915
H58 11.67259 3.88558 -0.01251
H59 10.03599 3.36226 0.44497
H60 10.83196 2.77352 -3.48124
H61 12.24209 2.06456 -2.69607
H62 11.95042 3.81331 -2.57110

Mulliken population analysis, charges in e, atoms 1 to 99: atom 1 (C): -0.905, atom 2 (C): -0.487, atom 3 (S): 0.487, atom 4 (F): -0.108, atom 5 (H): 0.287, atom 6 (H): 0.276, atom 7 (H): 0.377, atom 8 (H): 0.374, atom 9 (H): 0.422, atom 10 (H): 0.270, atom 11 (C): 0.080, atom 12 (O): -0.694, atom 13 (N): 0.268, atom 14 (C): -0.816, atom 15 (C): -1.091, atom 16 (H): 0.310, atom 17 (H): 0.319, atom 18 (H): 0.314, atom 19 (H): 0.306, atom 20 (H): 0.396, atom 21 (H): 0.382, atom 22 (H): 0.299, atom 23 (C): -0.104, atom 24 (O): -0.691, atom 25 (N): 0.673, atom 26 (C): -0.958, atom 27 (C): -0.826, atom 28 (H): 0.409, atom 29 (H): 0.167, atom 30 (H): 0.295, atom 31 (H): 0.378, atom 32 (H): -0.139, atom 33 (H): 0.235, atom 34 (H): 0.503, atom 35 (C): 0.253, atom 36 (O): -0.686, atom 37 (N): 0.097, atom 38 (C): -0.937, atom 39 (C): -0.943, atom 40 (H): 0.252, atom 41 (H): 0.368, atom 42 (H): 0.358, atom 43 (H): 0.274, atom 44 (H): 0.272, atom 45 (H): 0.308, atom 46 (H): 0.390, atom 47 (C): 0.064, atom 48 (O): -0.558, atom 49 (N): 0.174, atom 50 (C): -0.881, atom 51 (C): -0.928, atom 52 (H): 0.281, atom 53 (H): 0.310, atom 54 (H): 0.303, atom 55 (H): 0.304, atom 56 (H): 0.344, atom 57 (H): 0.333, atom 58 (H): 0.263, atom 59 (C): 0.096, atom 60 (O): -0.564, atom 61 (N): 0.160, atom 62 (C): -0.569, atom 63 (C): -0.984, atom 64 (H): 0.267, atom 65 (H): 0.368, atom 66 (H): -0.036, atom 67 (H): 0.253, atom 68 (H): 0.301, atom 69 (H): 0.278, atom 70 (H): 0.456, atom 71 (C): 0.012, atom 72 (O): -0.520, atom 73 (N): 0.122, atom 74 (C): -0.955, atom 75 (C): -0.858, atom 76 (H): 0.302, atom 77 (H): 0.344, atom 78 (H): 0.346, atom 79 (H): 0.295, atom 80 (H): 0.306, atom 81 (H): 0.211, atom 82 (H): 0.408, atom 83 (C): 0.079, atom 84 (O): -0.632, atom 85 (N): 0.119, atom 86 (C): -0.946, atom 87 (C): -0.944, atom 88 (H): 0.328, atom 89 (H): 0.356, atom 90 (H): 0.332, atom 91 (H): 0.307, atom 92 (H): 0.304, atom 93 (H): 0.280, atom 94 (H): 0.389, atom 95 (C): 0.385, atom 96 (O): -0.640, atom 97 (N): 0.103, atom 98 (C): -0.865, atom 99 (C): -0.973

Computed, not measured: C15H26AlBeF6KMgNNaO14P as an isolated structure, with ωB97M-V/def2-TZVPD.

Output
net charge = -1
max |F| = 5.05 eV/Å
frontier orbital gap = 1.500 eV

Geometry (Å):
C1 1.65051 -0.80023 -1.97387
C2 0.48088 -0.97286 -1.03333
O1 0.69352 -2.08427 -0.13424
C3 -0.67349 -1.24187 -1.92546
O2 -1.81369 -1.68260 -1.17407
C4 -2.27632 -2.86017 -1.63934
C5 -3.54701 -3.18205 -1.88471
C6 -4.78702 -2.42650 -1.72621
C7 -4.59405 -0.91909 -1.81748
C8 -3.94557 -0.44819 -3.09249
F1 -4.38989 0.83625 -3.30302
C9 -3.57391 -4.61327 -2.36254
O3 -4.55883 -5.18496 -2.70076
O4 -2.24123 -5.11100 -2.33166
C10 -1.46419 -4.02563 -1.94976
O5 -0.29588 -4.17290 -1.89603
H1 1.41933 -1.24155 -3.01564
H2 1.97170 0.24371 -2.00745
H3 2.46887 -1.37323 -1.55834
H4 0.34398 -0.06734 -0.45287
H5 0.17987 -1.90410 0.67934
H6 -0.35771 -1.97850 -2.65347
H7 -0.96592 -0.36305 -2.47768
H8 -5.25029 -2.70138 -0.78492
H9 -5.43911 -2.73712 -2.53588
H10 -5.58125 -0.48112 -1.81319
H11 -4.09388 -0.49600 -0.95926
H12 -2.87161 -0.38894 -2.97015
H13 -4.25559 -1.02045 -3.95535
Be1 -0.77258 -3.35230 0.11869
F2 1.58809 -2.14092 -4.15739
C11 3.61801 -4.75132 -1.90570
O6 3.66424 -4.41101 -0.68592
O7 2.32220 -4.74183 -2.42492
O8 4.54084 -5.07187 -2.64132
H14 1.88237 -4.46891 -1.60797
F3 -6.56318 -0.06687 -6.61917
Al1 -7.20877 -0.88512 -5.28549
F4 -6.05659 -2.04185 -4.73806
F5 -8.65186 -1.63850 -5.70328
F6 -7.47460 0.21379 -4.02165
Na1 -1.41259 -4.45771 -4.27996
K1 2.72262 1.52287 -2.66710
O9 4.29658 3.33184 0.27837
H15 4.93486 2.92794 0.88649
Mg1 4.44326 4.05490 1.99623
C12 5.78061 8.14596 7.82184
C13 6.33646 6.78134 7.42635
C14 6.31017 6.51724 5.91438
O10 5.03364 6.20152 5.38501
C15 4.19580 7.31904 5.14056
N1 5.62456 5.74532 8.17972
H16 4.69186 8.17097 7.79883
H17 6.08378 8.39268 8.83806
H18 6.15441 8.93146 7.16185
H19 7.38581 6.75755 7.73280
H20 6.92868 5.63826 5.71559
H21 6.75847 7.34957 5.35599
H22 4.76808 8.19052 4.81220
H23 3.60964 7.57051 6.02599
H24 3.49575 7.04336 4.35078
H25 6.06313 4.84555 8.00642
H26 4.69850 5.64892 7.77322
O11 -4.91194 -8.22834 -2.71936
P1 -6.40541 -7.97527 -2.90476
O12 -7.15096 -9.27966 -2.65921
O13 -6.72148 -7.50675 -4.31756
O14 -6.83468 -6.88446 -1.93070

Computed Mulliken charges, given in elementary charges: atom 1 (C): -2.374, atom 2 (C): 0.716, atom 3 (O): -0.579, atom 4 (C): -0.870, atom 5 (O): -0.510, atom 6 (C): 2.483, atom 7 (C): -0.447, atom 8 (C): -0.352, atom 9 (C): -0.938, atom 10 (C): 0.490, atom 11 (F): -0.359, atom 12 (C): -1.030, atom 13 (O): -0.319, atom 14 (O): -0.429, atom 15 (C): -0.032, atom 16 (O): -0.436, atom 17 (H): 0.750, atom 18 (H): 0.638, atom 19 (H): 0.527, atom 20 (H): 0.475, atom 21 (H): 0.330, atom 22 (H): 0.219, atom 23 (H): 0.408, atom 24 (H): 0.396, atom 25 (H): 0.509, atom 26 (H): 0.558, atom 27 (H): 0.384, atom 28 (H): -0.508, atom 29 (H): 0.316, atom 30 (Be): 0.338, atom 31 (F): -0.848, atom 32 (C): 0.757, atom 33 (O): -0.689, atom 34 (O): -0.355, atom 35 (O): -0.636, atom 36 (H): 0.282, atom 37 (F): -0.416, atom 38 (Al): 0.589, atom 39 (F): -0.357, atom 40 (F): -0.380, atom 41 (F): -0.414, atom 42 (Na): 0.959, atom 43 (K): 1.043, atom 44 (O): -0.523, atom 45 (H): 0.236, atom 46 (Mg): 0.332, atom 47 (C): -1.380, atom 48 (C): 0.342, atom 49 (C): -0.715, atom 50 (O): -0.291, atom 51 (C): -0.657, atom 52 (N): -0.725, atom 53 (H): 0.285, atom 54 (H): 0.345, atom 55 (H): 0.346, atom 56 (H): 0.402, atom 57 (H): 0.345, atom 58 (H): 0.400, atom 59 (H): 0.327, atom 60 (H): 0.214, atom 61 (H): 0.215, atom 62 (H): 0.268, atom 63 (H): 0.313, atom 64 (O): -0.494, atom 65 (P): 0.979, atom 66 (O): -0.521, atom 67 (O): -0.467, atom 68 (O): -0.465

| no. | calculated total energy (Ha) |
| --- | --- |
| 1 | -1225.13154 |
| 2 | -2565.57841 |
| 3 | -3855.22090 |